[1]
C37H34CuN2O4P2 as an isolated structure, computed with ωB97M-V with the def2-TZVPD basis set.

E_HOMO	-3.227	eV
energy	-4164.15133	a.u.
energy above the lowest of the compared OMol25 structures with the same formula, charge and spin	0.000	eV
HOMO-LUMO gap	5.631	eV
net charge	-1
largest force on an atom	0.013	Eh/bohr

Geometry (Å):
1 Cu -1.0797 0.2279 -1.4393
2 C -0.9342 -4.4695 -1.1211
3 C -1.3562 -3.0241 -0.8862
4 O -0.3720 -2.2041 -0.8190
5 C -2.7027 -2.7872 -0.7524
6 C -3.4478 -1.5605 -0.5474
7 C -4.8214 -1.7125 0.0577
8 N -2.9931 -0.3970 -0.8612
9 N -3.8457 0.6683 -0.5637
10 C -3.2421 1.8139 -0.7529
11 O -2.0518 2.0334 -1.1445
12 C -4.0716 3.0331 -0.4396
13 C -3.4712 4.2869 -0.4693
14 C -4.2047 5.4289 -0.1815
15 C -5.5518 5.3309 0.1354
16 C -6.1588 4.0806 0.1654
17 C -5.4242 2.9416 -0.1175
18 H -0.1719 -4.7390 -0.3865
19 H -1.7557 -5.1836 -1.0649
20 H -0.4717 -4.5406 -2.1094
21 H -3.3235 -3.6761 -0.7783
22 H -5.0754 -2.7663 0.1618
23 H -4.8515 -1.2414 1.0427
24 H -5.5753 -1.2028 -0.5430
25 H -2.4200 4.3373 -0.7205
26 H -3.7252 6.4008 -0.2045
27 H -6.1273 6.2221 0.3574
28 H -7.2112 3.9981 0.4116
29 H -5.8748 1.9589 -0.0924
30 O -0.5276 -0.1060 0.9974
31 P 0.6615 -0.9947 1.0487
32 C 1.8741 -0.9767 -0.3175
33 P 1.5585 0.0481 -1.7728
34 O 0.4888 -0.3643 -2.7233
35 C 1.4486 1.7596 -1.2367
36 C 1.9447 2.2158 -0.0199
37 C 1.8106 3.5507 0.3266
38 C 1.1801 4.4313 -0.5398
39 C 0.6812 3.9801 -1.7538
40 C 0.8144 2.6475 -2.1044
41 C 3.1388 -0.0795 -2.6604
42 C 3.2644 -1.1253 -3.5724
43 C 4.4454 -1.2980 -4.2759
44 C 5.5080 -0.4248 -4.0752
45 C 5.3841 0.6211 -3.1731
46 C 4.2021 0.7922 -2.4665
47 C 0.4316 -2.6780 1.6451
48 C 1.4093 -3.6666 1.6005
49 C 1.1610 -4.9178 2.1398
50 C -0.0700 -5.1934 2.7195
51 C -1.0488 -4.2122 2.7559
52 C -0.8011 -2.9535 2.2268
53 C 1.6924 -0.3073 2.4106
54 C 2.9652 -0.7857 2.7196
55 C 3.7130 -0.2154 3.7380
56 C 3.1861 0.8431 4.4687
57 C 1.9178 1.3171 4.1746
58 C 1.1748 0.7472 3.1507
59 H 1.9710 -1.9854 -0.7244
60 H 2.8460 -0.6418 0.0565
61 H 2.4214 1.5421 0.6797
62 H 2.1808 3.8947 1.2840
63 H 1.0585 5.4708 -0.2605
64 H 0.1608 4.6582 -2.4171
65 H 0.3816 2.2814 -3.0269
66 H 2.4243 -1.7879 -3.7419
67 H 4.5353 -2.1096 -4.9866
68 H 6.4298 -0.5565 -4.6279
69 H 6.2060 1.3097 -3.0218
70 H 4.1063 1.6190 -1.7713
71 H 2.3648 -3.4783 1.1251
72 H 1.9267 -5.6827 2.0953
73 H -0.2712 -6.1749 3.1305
74 H -2.0191 -4.4246 3.1869
75 H -1.5682 -2.1892 2.2288
76 H 3.3865 -1.6163 2.1658
77 H 4.7027 -0.5939 3.9624
78 H 3.7652 1.2947 5.2648
79 H 1.5025 2.1420 4.7414
80 H 0.1906 1.1158 2.8897

[2]
C37H34F6N5OPSbSr as an isolated structure in a non-equilibrium geometry, computed with ωB97M-V with the def2-TZVPD basis set.

<S²>	0.76
E_HOMO (alpha / beta)	-12.866 / -13.813	eV
spin multiplicity	2
energy	-2990.48818	a.u.
energy above the lowest of the compared OMol25 structures with the same formula, charge and spin	3.666	eV
HOMO-LUMO gap (alpha / beta)	5.831 / 6.777	eV
net charge	+2
largest force on an atom	0.067	Eh/bohr

Geometry (Å):
1 Sr -0.1598 -1.0828 -0.6766
2 C -3.4568 -0.4589 -2.2728
3 N -2.3255 -1.2077 -1.7140
4 C -1.5613 -1.9536 -2.7460
5 C -0.6330 -1.1523 -3.6702
6 C -0.6132 -1.4068 -5.0271
7 C 0.3279 -0.7592 -5.8171
8 C 1.2213 0.1092 -5.2164
9 C 1.1317 0.3062 -3.8466
10 N 0.2216 -0.2920 -3.0885
11 C -2.7113 -2.0744 -0.5656
12 C -3.0188 -1.2588 0.6831
13 C -4.2295 -1.3753 1.3361
14 C -4.4493 -0.6100 2.4746
15 C -3.4505 0.2419 2.9067
16 C -2.2632 0.2935 2.1908
17 N -2.0367 -0.4402 1.1032
18 C -3.0738 0.7544 -3.0906
19 C -3.6787 0.9577 -4.3212
20 C -3.3520 2.0875 -5.0558
21 C -2.4215 2.9673 -4.5337
22 C -1.8713 2.6853 -3.2933
23 N -2.1889 1.6082 -2.5692
24 H -4.0664 -1.1304 -2.8905
25 H -4.0834 -0.1398 -1.4365
26 H -0.8701 -2.6433 -2.1883
27 H -2.2059 -2.6097 -3.3375
28 H -1.3169 -2.1046 -5.4633
29 H 0.3644 -0.9394 -6.8829
30 H 1.9788 0.6246 -5.7892
31 H 1.8136 0.9741 -3.3343
32 H -3.5456 -2.7333 -0.8188
33 H -1.8609 -2.7454 -0.3118
34 H -4.9875 -2.0507 0.9622
35 H -5.3875 -0.6783 3.0085
36 H -3.5786 0.8610 3.7832
37 H -1.4596 0.9443 2.5038
38 H -4.3942 0.2397 -4.7001
39 H -3.8127 2.2709 -6.0171
40 H -2.1270 3.8612 -5.0647
41 H -1.1464 3.3615 -2.8593
42 O -0.3643 2.7346 -0.4612
43 N -0.0545 2.2466 0.7857
44 C 0.1210 3.1686 1.6435
45 C 0.5157 2.8216 3.0114
46 C 0.2565 3.7235 4.0362
47 C 0.5167 3.3793 5.3548
48 C 1.0395 2.1306 5.6574
49 C 1.3342 1.2318 4.6415
50 C 1.0929 1.5741 3.3124
51 P 1.7032 0.5846 1.9402
52 C 3.2033 1.3990 1.3924
53 C 4.0848 1.8539 2.3776
54 C 5.2435 2.5152 2.0069
55 C 5.5086 2.7446 0.6636
56 C 4.6248 2.3041 -0.3121
57 C 3.4716 1.6241 0.0453
58 C 1.9351 -1.0896 2.4998
59 C 3.0787 -1.8044 2.1337
60 C 3.2234 -3.1156 2.5506
61 C 2.2229 -3.7276 3.2975
62 C 1.0677 -3.0309 3.6334
63 C 0.9191 -1.7136 3.2343
64 H -0.8239 2.0094 -0.9292
65 H -0.0597 4.2088 1.3792
66 H -0.1669 4.6920 3.8009
67 H 0.3093 4.0869 6.1459
68 H 1.2438 1.8608 6.6847
69 H 1.7847 0.2786 4.8854
70 H 3.8714 1.6938 3.4273
71 H 5.9340 2.8566 2.7660
72 H 6.4098 3.2699 0.3764
73 H 4.8409 2.4852 -1.3563
74 H 2.7977 1.2388 -0.7048
75 H 3.8353 -1.3314 1.5229
76 H 4.1189 -3.6644 2.2921
77 H 2.3453 -4.7526 3.6223
78 H 0.2921 -3.5111 4.2148
79 H 0.0233 -1.1658 3.5055
80 F 1.9993 -0.7880 -0.3540
81 Sb 0.2874 -4.7574 -1.2136
82 F 1.4224 -3.4990 -2.0072
83 F -0.2147 -5.3016 -2.9056
84 F 1.3640 -6.0809 -0.5733
85 F -1.4117 -5.1791 -0.5979
86 F 0.3315 -3.5055 0.2204

[3]
C37H34MgN7PS3 as an isolated structure, computed with ωB97M-V with the def2-TZVPD basis set.

E_HOMO	-6.516	eV
energy	-3549.91131	a.u.
energy above the lowest of the compared OMol25 structures with the same formula, charge and spin	0.000	eV
HOMO-LUMO gap	5.811	eV
largest force on an atom	0.013	Eh/bohr

Geometry (Å):
1 Mg -0.6454 0.0162 0.1399
2 C -2.6596 -2.1582 3.3965
3 C -2.2827 -1.2691 2.2581
4 N -1.1381 -1.3914 1.6553
5 N -0.2983 -2.3319 2.0837
6 C 0.8865 -2.3483 1.4175
7 N 1.7479 -3.2779 1.8267
8 S 1.3350 -1.4334 0.0395
9 C -3.1463 -0.1932 1.7509
10 C -4.4338 0.0459 2.2369
11 C -5.1756 1.0915 1.7204
12 C -4.6353 1.8932 0.7246
13 C -3.3602 1.5934 0.2849
14 N -2.6380 0.5884 0.7720
15 H -1.8118 -2.2341 4.0789
16 H -2.8534 -3.1750 3.0435
17 H -3.5289 -1.8043 3.9439
18 H 1.5705 -3.6553 2.7465
19 H 2.7259 -3.1289 1.5670
20 H -4.8498 -0.5829 3.0085
21 H -6.1732 1.2811 2.0951
22 H -5.1820 2.7214 0.2984
23 H -2.8873 2.1810 -0.4948
24 C -3.0466 -2.6032 -0.6928
25 C -2.2091 -2.2130 -1.8712
26 C -2.1564 -3.0493 -2.9835
27 C -1.3655 -2.7017 -4.0571
28 C -0.6652 -1.5093 -4.0085
29 C -0.7732 -0.7183 -2.8765
30 N -1.5139 -1.0723 -1.8147
31 C -0.0233 0.5655 -2.7757
32 C 0.5694 1.1712 -3.8744
33 C 1.2983 2.3300 -3.6771
34 C 1.4346 2.8446 -2.4034
35 C 0.8038 2.1955 -1.3495
36 N 0.0706 1.1000 -1.5577
37 C 0.9270 2.6454 0.0622
38 C 1.7055 3.7360 0.3981
39 C 1.8042 4.1005 1.7310
40 C 1.1322 3.3580 2.6722
41 C 0.3698 2.2628 2.2694
42 C -0.2981 1.4137 3.3008
43 N 0.2575 1.9241 0.9804
44 H -3.8015 -3.3303 -0.9876
45 H -3.5418 -1.7337 -0.2674
46 H -2.4191 -3.0525 0.0796
47 H -2.7278 -3.9671 -2.9838
48 H -1.2900 -3.3473 -4.9219
49 H -0.0257 -1.2224 -4.8286
50 H 0.4629 0.7589 -4.8656
51 H 1.7738 2.8224 -4.5150
52 H 2.0310 3.7273 -2.2382
53 H 2.2487 4.2882 -0.3544
54 H 2.4189 4.9409 2.0244
55 H 1.2072 3.5876 3.7255
56 H -0.4725 1.9790 4.2152
57 H 0.3630 0.5737 3.5332
58 H -1.2430 1.0232 2.9427
59 S 4.9063 -2.3211 1.6133
60 P 4.7480 -0.3460 1.7670
61 S 3.3572 0.4723 2.9274
62 C 6.3978 0.2925 2.2562
63 C 6.5656 1.1057 3.3673
64 C 7.8307 1.5701 3.7111
65 C 8.9306 1.2294 2.9402
66 C 8.7670 0.4142 1.8253
67 C 7.5086 -0.0553 1.4891
68 C 4.6189 0.4211 0.0950
69 C 4.4022 -0.3352 -1.0476
70 C 4.3458 0.2773 -2.2963
71 C 4.5301 1.6475 -2.4105
72 C 4.7479 2.4111 -1.2680
73 C 4.7791 1.8015 -0.0239
74 H 5.6950 1.3678 3.9559
75 H 7.9542 2.1990 4.5844
76 H 9.9155 1.5924 3.2068
77 H 9.6240 0.1407 1.2224
78 H 7.3809 -0.7078 0.6332
79 H 4.2819 -1.4059 -0.9455
80 H 4.1776 -0.3242 -3.1818
81 H 4.5194 2.1200 -3.3868
82 H 4.9162 3.4804 -1.3527
83 H 4.9436 2.3921 0.8712